(1)
The following is a quantum chemistry calculation of 2 unconnected molecules or ions with the total composition C2H7OS, from the OMol25 dataset.

Values from the calculation:
* charge: -1
* orbital gap: 5.851 eV
* energy above the lowest of the compared OMol25 structures with the same formula, charge and spin: 13.1 kcal per mole
* energy: -15070.83786 eV
* LUMO: 3.6 eV
* 2S+1: 1

Each line ends with the Löwdin charge.
Atoms and positions in Å:
C  1.13193  -0.93066  -0.24390  -0.2349
C  -0.36805  -0.79216  -0.45719  -0.8796
S  -1.40979  -2.12296  0.21170  0.0347
H  1.67060  -0.19989  -0.86002  0.0460
H  1.37184  -0.83242  0.80748  0.0482
H  1.45190  -1.89494  -0.62111  0.0394
H  -0.71511  0.16608  -0.07282  -0.0218
H  -0.59681  -0.70008  -1.51435  0.0151
H  -0.46563  3.12452  0.95775  0.0235
H  -0.98920  1.74667  0.55389  0.0072
O  -1.08169  2.43584  1.23858  -0.0778

Forces on atoms 1 to 6 (eV/Å):
C -0.34 0.12 -0.65
C -0.51 -0.15 -0.18
S 0.17 -0.03 0.14
H 0.12 0.29 0.28
H 0.22 -0.03 0.18
H 0.04 -0.38 0.21

***

(2)
The following is a quantum chemistry calculation of a molecular structure, C21H18N7O4RhS2 at a distorted geometry, from the OMol25 dataset.

Values from the calculation:
* orbital gap (alpha / beta): 6.140 / 5.131 eV
* energy above the lowest of the compared OMol25 structures with the same formula, charge and spin: 0.0 kcal per mole
* energy: -65366.49713 eV
* LUMO (alpha / beta): -0.7 / -3.0 eV
* 2S+1: 5

Each line ends with the Mulliken spin population.
Atoms and positions in Å:
Rh  -0.45194  -0.51715  1.51470  1.3724
O  1.28907  2.62760  3.42758  0.0059
C  0.91309  1.58726  2.93807  -0.0145
O  -0.08794  1.42040  2.12869  0.0803
C  1.61551  0.28220  3.29345  0.0310
C  2.80523  0.17814  3.98553  0.0035
C  3.31150  -1.09062  4.23814  -0.0004
C  2.59129  -2.20965  3.83925  0.0017
C  1.39875  -2.02647  3.17037  0.0126
N  0.95625  -0.80152  2.88902  -0.0126
C  0.43135  -3.11574  2.75185  -0.0179
O  0.63005  -4.27170  3.06160  0.0098
O  -0.59522  -2.64946  2.11602  0.1219
H  3.30464  1.08218  4.30328  -0.0009
H  4.25570  -1.20374  4.75383  -0.0001
H  2.93124  -3.21601  4.03956  0.0005
S  1.11449  -0.95743  -0.29467  0.4691
C  0.35982  0.28613  -1.31758  0.0212
N  0.97870  0.77552  -2.41556  0.4280
N  2.17564  0.31936  -2.69065  0.2814
C  2.99405  0.85208  -3.66099  -0.0809
C  4.30256  0.36476  -3.75985  0.1054
C  5.16112  0.88454  -4.70763  -0.0573
C  4.72895  1.88702  -5.56796  0.0971
C  3.42886  2.36785  -5.46944  -0.0412
C  2.55732  1.85943  -4.52512  0.0964
N  -0.85335  0.71770  -1.07126  0.2604
N  -1.47672  0.33967  0.03166  0.3204
C  -2.70361  0.91111  0.29061  -0.0940
C  -3.31292  1.81113  -0.59867  0.1408
C  -4.50936  2.41043  -0.25640  -0.0590
C  -5.12977  2.12377  0.95490  0.1274
C  -4.54638  1.21075  1.82641  -0.0562
C  -3.35078  0.60414  1.50064  0.1371
H  2.56407  -0.39483  -2.07508  -0.0269
H  4.63282  -0.41612  -3.08398  0.0022
H  6.17383  0.50964  -4.77221  -0.0026
H  5.40422  2.29229  -6.30959  0.0064
H  3.09297  3.15082  -6.13634  -0.0021
H  1.54410  2.22449  -4.43174  0.0181
H  -2.80638  2.03237  -1.52634  0.0145
H  -4.96116  3.12255  -0.93496  -0.0027
H  -6.05265  2.61998  1.22407  0.0096
H  -5.03173  0.98311  2.76711  -0.0020
H  -2.88538  -0.09853  2.18716  -0.0232
N  -3.28202  -3.33564  1.18283  0.0209
C  -3.26584  -2.61381  0.06728  0.0010
N  -4.40194  -2.06635  -0.37611  0.0263
S  -1.85095  -2.45620  -0.86473  0.2743
H  -4.09455  -3.33065  1.78068  -0.0010
H  -2.37432  -3.47636  1.63002  -0.0008
H  -5.25886  -2.09974  0.15126  -0.0008
H  -4.36339  -1.49073  -1.19872  -0.0004

Forces on atoms 1 to 6 (eV/Å):
Rh 0.25 -0.64 -0.44
O -0.06 -0.09 -0.18
C 0.46 -0.05 0.30
O -0.42 -0.45 -0.12
C -0.21 0.26 -0.07
C 0.00 -0.07 0.06

***

(3)
The following is a quantum chemistry calculation of 2 unconnected molecules or ions with the total composition C3H5O3P at a distorted geometry, from the OMol25 dataset.

Values from the calculation:
* orbital gap (alpha / beta): 7.478 / 7.636 eV
* energy above the lowest of the compared OMol25 structures with the same formula, charge and spin: 103.1 kcal per mole
* energy: -18619.70680 eV
* LUMO (alpha / beta): -1.0 / -0.5 eV
* 2S+1: 1

Each line ends with the Löwdin charge.
Atoms and positions in Å:
C  1.20983  0.71804  -1.24287  -0.3948
C  -1.05560  1.65952  1.42965  -0.0814
C  0.03438  -1.80400  0.27420  -0.2138
O  2.22036  0.74793  -0.62308  0.0002
O  -0.34184  1.77802  2.33661  0.0576
O  -1.28002  -0.46012  -1.83991  -0.4420
P  -0.26643  -0.28605  -0.70957  0.7771
H  0.89875  1.49093  -2.01123  0.1030
H  -1.89306  2.23102  1.20800  0.0396
H  0.39133  -2.49579  -0.46574  0.0292
H  0.95699  -1.43343  0.83667  0.0648
H  -0.87469  -2.14608  0.80726  0.0606

Forces on atoms 1 to 6 (eV/Å):
C -1.56 0.32 0.08
C 2.07 -2.04 -0.80
C 1.51 1.86 -0.02
O 1.32 -0.01 0.29
O 0.49 0.05 0.74
O 1.41 0.31 1.48

***

(4)
The following is a quantum chemistry calculation of 5 unconnected molecules or ions with the total composition C13H28O13 at a distorted geometry, from the OMol25 dataset.

Values from the calculation:
* structure (SMILES): COC(=O)OC.COC(=O)OC.COC(=O)OC.COC(=O)OC.CO
* orbital gap: 10.575 eV
* energy above the lowest of the compared OMol25 structures with the same formula, charge and spin: 0.0 kcal per mole
* energy: -40550.62029 eV
* LUMO: 0.7 eV
* 2S+1: 1

Each line ends with the Löwdin charge.
Atoms and positions in Å:
C  1.28949  -2.58094  -2.14730  0.0200
O  2.38553  -3.25719  -1.44576  -0.0235
C  3.58571  -2.74392  -1.28399  -0.6590
O  3.87874  -1.61173  -1.50071  0.1297
O  4.37663  -3.69987  -0.80161  0.0001
C  5.75987  -3.31703  -0.63048  -0.0152
H  1.80989  -1.88037  -2.87224  0.1191
H  0.58093  -2.13875  -1.46318  0.0556
H  0.71892  -3.37464  -2.68275  0.0976
H  6.33278  -4.17504  -0.77733  0.0676
H  5.87395  -2.92272  0.40835  0.1148
H  6.02160  -2.58190  -1.37899  0.0899
C  -0.70711  -6.55670  -1.11773  -0.0293
O  -1.41171  -5.65125  -0.30550  0.0149
C  -0.77604  -5.00023  0.64527  -0.5763
O  -1.37609  -4.36114  1.50473  0.0860
O  0.56974  -5.12682  0.55140  -0.0283
C  1.23976  -4.33573  1.55423  -0.0123
H  -0.29780  -7.34865  -0.46473  0.1183
H  0.05049  -5.99201  -1.64884  0.0943
H  -1.46037  -6.87020  -1.76857  0.0801
H  1.25666  -3.28486  1.20779  0.0989
H  2.24375  -4.68349  1.54358  0.0798
H  0.74303  -4.55335  2.51135  0.1101
C  2.50904  2.65570  0.04137  -0.0616
O  1.23616  2.62654  -0.58323  -0.0348
C  0.63425  3.71609  -1.12050  -0.6491
O  -0.36847  3.47350  -1.71575  0.1342
O  1.32190  4.80615  -0.93426  0.0014
C  0.90110  5.94715  -1.78459  0.0428
H  3.19916  3.33410  -0.52577  0.1016
H  2.79746  1.59514  -0.02998  0.0937
H  2.48766  2.98007  1.12968  0.1081
H  1.11099  6.77500  -1.11998  0.0978
H  -0.10825  5.91892  -1.99650  0.0656
H  1.55332  5.87570  -2.63380  0.0988
C  -2.63376  2.90333  1.55241  0.0220
O  -4.07151  3.28278  1.66250  0.0074
C  -4.38878  4.53343  1.91072  -0.6400
O  -3.58386  5.41397  2.16260  0.0856
O  -5.69775  4.72788  1.80428  0.0087
C  -6.08941  6.11716  2.04132  -0.0068
H  -2.51727  2.76009  0.49277  0.0844
H  -2.47436  1.95909  2.06844  0.0841
H  -1.97184  3.66149  1.99098  0.0941
H  -5.90302  6.38869  3.00965  0.0622
H  -7.17765  6.09912  1.87868  0.1032
H  -5.60961  6.74186  1.31550  0.0915
C  -1.28657  -0.74924  0.12307  -0.1981
O  -0.87020  -1.71729  0.98789  -0.1050
H  -0.77653  -0.66407  -0.84278  0.0640
H  -2.35901  -0.79818  -0.10468  0.0904
H  -1.14141  0.20917  0.61544  0.0657
H  -1.41012  -2.52483  0.96757  0.0553

Forces on atoms 1 to 6 (eV/Å):
C 1.70 -0.26 -1.20
O -1.68 -1.25 0.00
C -0.80 -0.12 0.15
O 0.68 1.27 -0.38
O 0.49 -0.20 -0.09
C -1.31 1.46 1.01